Below is a structure of composition C5H11KO4 at a distorted geometry, with properties calculated with ωB97M-V/def2-TZVPD.

Computed properties:
Total charge: 0
Frontier orbital gap, eV: 5.79
Energy relative to the best compared isomer or geometry (same formula, charge and spin), eV: 0.504
Highest occupied orbital energy, eV: -6.21
2S+1: 1

Each line ends with the natural charge from an NBO analysis.
Element x y z (Å)
C1 -3.2150 -1.0598 0.4352  -0.63
C2 -2.9978 -0.5536 1.8631  -0.03
O1 -1.8756 -1.0610 2.4738  -1.07
H1 -4.0042 -0.4898 -0.0803  0.18
H2 -2.2951 -0.9580 -0.1630  0.17
H3 -3.5115 -2.1207 0.4431  0.19
H4 -3.9192 -0.7889 2.4458  0.11
H5 -2.9484 0.5600 1.8197  0.10
O2 2.9054 1.6191 -0.5851  -0.50
C3 2.2579 0.4880 -0.4333  1.01
O3 1.4059 0.3069 0.4205  -0.68
O4 2.7394 -0.5014 -1.1436  -0.52
C4 1.8536 -1.3670 -1.8609  -0.25
H6 2.4167 -2.1620 -2.3627  0.21
H7 1.1563 -1.7875 -1.1330  0.18
H8 1.2755 -0.7934 -2.5947  0.19
C5 2.1786 2.8430 -0.4569  -0.25
H9 2.6099 3.5259 -1.1930  0.20
H10 1.1119 2.6819 -0.6731  0.20
H11 2.2967 3.2428 0.5577  0.20
K1 0.5590 -1.6245 2.2209  0.97